## A
{"formula": "C4H9NO2S2", "method": "the ωB97M-V functional and the def2-TZVPD basis", "species": ["C", "C", "C", "C", "N", "O", "O", "S", "S", "H", "H", "H", "H", "H", "H", "H", "H", "H"], "positions_angstrom": [[-0.55144, -0.13071, 3.06714], [0.06572, 1.76327, 0.78188], [0.15587, 0.21877, -1.07960], [0.35630, -1.72662, -2.96115], [-0.33555, 1.31854, -0.46388], [-1.50570, 2.43201, 2.95772], [-2.45126, 0.79258, 1.45484], [-0.61884, -0.20925, -2.56658], [-1.24871, 1.29384, 2.07710], [-1.54020, -0.75147, 3.23185], [-0.08101, 0.20036, 4.00488], [0.94471, 1.28019, 1.08203], [0.38000, 2.90327, 0.93254], [0.11219, -0.74913, 2.29157], [0.15408, -1.80648, -3.98695], [0.05505, -2.67777, -2.55308], [1.49426, -1.56012, -2.83256], [-1.20522, 1.84195, -0.69673]], "mulliken_charge": [-0.881, -0.723, -0.518, -0.798, 0.064, -0.666, -0.644, -0.005, 1.208, 0.314, 0.324, 0.472, 0.316, 0.307, 0.339, 0.307, 0.270, 0.313], "e_lumo_ev": 0.7, "total_charge": 0}

## B
{"formula": "C4H9NO2S2", "method": "the ωB97M-V functional and the def2-TZVPD basis", "species": ["C", "C", "C", "C", "N", "O", "O", "S", "S", "H", "H", "H", "H", "H", "H", "H", "H", "H"], "positions_angstrom": [[1.58125, -0.96868, -0.46723], [1.32765, 0.37671, -1.09229], [0.22894, -1.65921, -0.35138], [-2.07543, 1.96198, 0.31637], [0.07089, 0.85733, -0.66347], [-1.03764, -0.12570, 1.62971], [0.55873, -1.99130, 2.30850], [-0.41965, 1.31228, 0.70483], [-0.57158, -1.66757, 1.43057], [2.35044, -1.49354, -1.03035], [2.08933, -0.70240, 0.53594], [2.08528, 1.23025, -0.74891], [1.31216, 0.46327, -2.15875], [-0.46648, -1.30766, -1.14076], [0.21826, -2.67970, -0.42618], [-2.06766, 2.97176, -0.18531], [-2.30916, 2.12355, 1.37071], [-2.87532, 1.29864, -0.03201]], "mulliken_charge": [-0.324, -0.521, -1.078, -0.857, -0.314, -0.389, -0.540, 0.398, 0.553, 0.339, 0.256, 0.257, 0.323, 0.451, 0.488, 0.321, 0.333, 0.304], "e_lumo_ev": 0.5, "total_charge": 0}

A is preferred energetically. Next in line: 5.5 kcal/mol higher.

## A
{"formula": "C2F3I", "method": "the ωB97M-V functional and the def2-TZVPD basis", "species": ["C", "C", "F", "F", "F", "I"], "positions_angstrom": [[-0.88697, -0.54687, 0.37609], [1.31276, 0.61601, -0.29944], [-0.77586, -1.82798, 0.08231], [-1.64539, -0.00412, -0.52643], [1.26034, 1.86143, 0.19419], [3.13612, -0.32157, 0.09008]], "mulliken_charge": [0.184, 0.000, -0.111, -0.087, -0.082, 0.096], "e_lumo_ev": -1.3, "total_charge": 0}

## B
{"formula": "C2F3I", "method": "the ωB97M-V functional and the def2-TZVPD basis", "species": ["C", "C", "F", "F", "F", "I"], "positions_angstrom": [[0.86157, 0.44393, 0.29860], [-0.62046, -0.72411, -0.30207], [0.61605, 1.71698, -0.02596], [2.04025, 0.23902, -0.27129], [-0.52986, -1.93535, 0.22903], [-2.36754, 0.25953, 0.07170]], "mulliken_charge": [0.247, 0.038, -0.156, -0.152, -0.119, 0.142], "e_lumo_ev": [-1.4, -1.3], "total_charge": 0}

B is preferred energetically. Next in line: 10.6 kcal/mol higher.

## A
{"formula": "C3H9N2S", "method": "the ωB97M-V functional and the def2-TZVPD basis", "species": ["C", "C", "C", "N", "N", "S", "H", "H", "H", "H", "H", "H", "H", "H", "H"], "positions_angstrom": [[1.95692, 0.29435, -0.53488], [0.44835, -0.72897, 0.52797], [-1.78783, -0.02639, -0.16646], [2.68527, 1.21903, 0.12829], [-0.80293, -1.11410, -0.08836], [1.91588, -1.41860, -0.08734], [1.21800, 0.58879, -1.25574], [0.52414, -0.25949, 1.51493], [-1.27145, 0.77349, -0.65422], [-2.76635, -0.43242, -0.68472], [-2.16447, 0.15427, 0.81289], [3.32214, 0.69446, 0.65042], [2.42286, 2.02149, 0.61648], [-0.61422, -1.50500, -1.10859], [-1.24480, -1.83710, 0.34508]], "mulliken_charge": [-0.159, -0.618, -0.831, -0.384, -0.096, -0.077, 0.413, 0.421, 0.325, 0.326, 0.371, 0.290, 0.243, 0.473, 0.302], "e_lumo_ev": -3.3, "total_charge": 1}

## B
{"formula": "C3H9N2S", "method": "the ωB97M-V functional and the def2-TZVPD basis", "species": ["C", "C", "C", "N", "N", "S", "H", "H", "H", "H", "H", "H", "H", "H", "H"], "positions_angstrom": [[1.14136, -0.38735, -0.26431], [-1.20612, -0.40647, 0.20506], [0.04385, -1.33345, -0.25999], [1.01676, 2.37204, 0.83895], [-0.31410, -1.86997, -1.57641], [2.14237, 0.70457, 0.03402], [-2.13212, -0.98199, 0.20445], [-1.29108, 0.56928, -0.29290], [-0.94596, -0.36087, 1.28048], [0.10704, -2.16770, 0.48571], [0.41104, 2.98595, 0.32485], [1.83369, 2.92810, 0.99984], [-0.28636, -2.83139, -1.63290], [0.56931, 2.39277, 1.75328], [-1.08969, -1.61352, -2.10016]], "mulliken_charge": [0.128, -1.226, 0.701, -0.723, -0.598, -0.092, 0.382, 0.339, 0.359, 0.324, 0.295, 0.366, 0.224, 0.303, 0.219], "e_lumo_ev": -5.3, "total_charge": 1}

B is preferred energetically. Next in line: 2.3 kcal/mol higher.

## A
{"formula": "C3H9N2S", "method": "the ωB97M-V functional and the def2-TZVPD basis", "species": ["C", "C", "C", "N", "N", "S", "H", "H", "H", "H", "H", "H", "H", "H", "H"], "positions_angstrom": [[-0.17254, -0.12705, 0.84048], [0.90203, -0.24903, -1.42092], [-0.41656, -0.02431, -0.64313], [-0.40974, -1.26770, 1.44045], [0.18812, 0.95373, 1.46304], [-1.29635, 1.48605, -0.89954], [1.45969, 0.53711, -1.03016], [1.23657, -1.35510, -1.40161], [0.63214, -0.07807, -2.40046], [-1.43181, -1.24458, -0.97781], [-0.16115, -2.12072, 0.98558], [-0.68452, -1.38391, 2.39923], [-0.11262, 1.88403, 1.24129], [0.78262, 0.96438, 2.27565], [-0.51588, 2.02516, -1.87210]], "mulliken_charge": [0.477, -1.291, -0.030, -0.286, -0.299, -0.223, 0.459, 0.307, 0.391, 0.312, 0.258, 0.263, 0.178, 0.284, 0.199], "e_lumo_ev": -4.3, "total_charge": 1}

## B
{"formula": "C3H9N2S", "method": "the ωB97M-V functional and the def2-TZVPD basis", "species": ["C", "C", "C", "N", "N", "S", "H", "H", "H", "H", "H", "H", "H", "H", "H"], "positions_angstrom": [[-1.93086, -0.52339, 0.47254], [2.58230, 1.01406, 0.37379], [1.54429, 0.23378, 0.33341], [-2.02189, -1.31747, -0.53787], [-1.39422, 0.68349, 0.34384], [1.15164, -0.62418, -1.11475], [2.97894, 1.21562, -0.60268], [2.98878, 1.49553, 1.35855], [-2.08637, -1.07461, 1.42079], [0.85524, -0.15518, 1.10007], [-2.66770, -2.11697, -0.36014], [-1.98575, -0.81021, -1.41227], [-0.94048, 1.11139, 1.13814], [-1.14015, 0.95260, -0.54706], [2.06624, -0.08444, -1.96637]], "mulliken_charge": [0.121, -0.561, -0.012, -0.241, -0.354, -0.231, 0.123, 0.230, 0.322, 0.360, 0.301, 0.265, 0.299, 0.244, 0.134], "e_lumo_ev": -4.1, "total_charge": 1}

B is preferred energetically. Next in line: 18.5 kcal/mol higher.